A structure of composition C25H30F6IrN4OPS3 at a distorted geometry, computed with ωB97M-V/def2-TZVPD.

Geometry as ORCA input:
```
! wB97M-V def2-TZVPD RIJCOSX def2/J DEFGRID3
* xyz 3 2
Ir 0.669 0.916 -0.419
C 3.632 1.135 -0.201
C 3.137 2.314 -0.984
N 1.860 1.965 -1.657
C 1.937 1.390 -3.024
C 2.378 -0.047 -3.033
S 1.367 -0.958 -1.836
C 2.575 -1.693 -0.699
C 2.604 -0.965 0.632
N 2.458 0.506 0.474
H 4.120 0.384 -0.818
H 4.370 1.467 0.530
H 2.920 3.140 -0.310
H 3.876 2.665 -1.705
H 1.359 2.850 -1.765
H 0.936 1.467 -3.450
H 2.606 2.001 -3.633
H 2.181 -0.471 -4.017
H 3.436 -0.192 -2.819
H 2.259 -2.719 -0.519
H 3.532 -1.746 -1.215
H 1.774 -1.308 1.242
H 3.533 -1.189 1.162
H 2.372 0.892 1.418
N 0.720 1.577 2.710
C 0.690 2.710 1.955
N 0.641 2.703 0.629
C 0.499 4.035 0.127
C 0.217 4.453 -1.178
C 0.149 5.806 -1.449
C 0.349 6.753 -0.447
C 0.570 6.354 0.856
C 0.630 4.993 1.121
S 0.781 4.242 2.692
H 0.242 0.769 2.345
H 0.685 1.679 3.713
H -0.076 3.751 -1.955
H -0.092 6.133 -2.452
H 0.297 7.807 -0.684
H 0.680 7.080 1.651
F -1.230 0.870 -1.369
P -2.609 1.435 -0.353
F -3.123 -0.070 -0.431
F -3.679 1.850 0.694
F -3.377 1.810 -1.655
F -1.887 2.836 -0.311
F -1.527 0.914 0.883
O -0.269 -1.508 0.324
S -1.573 -2.002 0.915
C -2.514 -2.804 -0.300
C -2.136 -2.797 -1.661
C -2.932 -3.452 -2.552
C -4.151 -4.056 -2.116
C -4.544 -4.025 -0.766
C -3.754 -3.383 0.141
C -1.257 -3.349 2.029
C -0.350 -4.345 1.671
C -0.168 -5.398 2.547
C -0.870 -5.438 3.752
C -1.772 -4.438 4.084
C -1.969 -3.367 3.221
H -1.221 -2.306 -1.963
H -2.657 -3.510 -3.597
H -4.798 -4.522 -2.850
H -5.477 -4.478 -0.461
H -4.049 -3.308 1.181
H 0.182 -4.303 0.728
H 0.508 -6.202 2.287
H -0.696 -6.252 4.443
H -2.319 -4.483 5.016
H -2.652 -2.565 3.479
*
```

Calculated values
Frontier orbital gap (spin up / spin down) (eV): 7.6 / 4.4
⟨S²⟩: 0.7704
Energy (eV): -95337.84200
Relative energy (zero: lowest compared OMol25 entry of this formula, charge and spin) (kJ/mol): 175.5
Highest occupied orbital energy (spin up / spin down) (eV): -16.44 / -16.44

These are the Mulliken partial charges, in e, on atoms 1 to 8: 2.8192 -0.6942 -0.3846 -0.6303 -0.6379 -0.7323 0.0774 -0.7850



A structure of composition C3F33HfO9P4S3 at a distorted geometry, computed with ωB97M-V/def2-TZVPD.

Geometry as ORCA input:
```
! wB97M-V def2-TZVPD RIJCOSX def2/J DEFGRID3
* xyz -3 1
Hf -0.054 0.057 -0.180
C 4.541 1.646 -1.079
F 5.834 1.616 -0.762
F 4.075 2.908 -1.199
F 4.404 0.992 -2.222
S 3.612 0.629 0.263
O 4.181 -0.700 0.113
O 3.928 1.324 1.488
O 2.163 0.637 -0.173
C -3.912 -1.726 -2.298
F -4.692 -0.845 -1.652
F -4.684 -2.697 -2.779
F -3.250 -1.040 -3.190
S -2.593 -2.551 -1.116
O -3.316 -3.209 -0.056
O -1.971 -3.490 -2.025
O -1.726 -1.431 -0.654
C 0.001 -1.118 4.382
F 0.396 -2.314 3.952
F -1.308 -1.001 4.157
F 0.250 -0.929 5.664
S 1.011 0.196 3.402
O 0.638 1.448 4.018
O 2.378 -0.245 3.514
O 0.510 0.119 1.987
P 0.949 -3.345 0.388
F 1.793 -4.364 -0.524
F -0.397 -4.151 0.099
F 1.190 -4.094 1.814
F 0.119 -2.150 1.143
F 2.285 -2.488 0.715
F 0.754 -2.324 -0.885
P 0.096 0.049 -3.591
F 1.337 -0.083 -4.553
F 1.036 -0.042 -2.231
F 0.325 1.619 -3.631
F -1.091 0.314 -2.427
F -0.980 -0.021 -4.782
F 0.163 -1.546 -3.331
P -3.053 1.241 1.461
F -4.287 0.598 0.582
F -2.454 -0.211 1.786
F -2.037 1.071 0.117
F -1.831 1.897 2.294
F -3.339 2.762 0.980
F -4.045 1.347 2.708
P 0.474 3.735 -0.238
F 0.627 5.066 -1.129
F -0.757 3.035 -1.147
F 1.472 2.997 -1.225
F 0.360 2.193 0.503
F 1.544 4.228 0.839
F -0.668 4.391 0.706
*
```

Calculated values
Frontier orbital gap (eV): 9.2
Energy (eV): -182213.16302
Relative energy (zero: lowest compared OMol25 entry of this formula, charge and spin) (kJ/mol): 62.3
Highest occupied orbital energy (eV): -3.12

These are the Mulliken partial charges, in e, on atoms 1 to 8: 4.2370 0.5184 -0.2202 -0.1963 -0.2351 1.0217 -0.7028 -0.6818



A structure of composition C39H35ClN2PbSi2 at a distorted geometry, computed with ωB97M-V/def2-TZVPD.

Geometry as ORCA input:
```
! wB97M-V def2-TZVPD RIJCOSX def2/J DEFGRID3
* xyz 2 1
C -1.943 -0.606 4.376
C -2.700 -0.193 3.246
C -2.602 -1.211 2.255
H -3.317 0.706 3.185
C -1.801 -2.257 2.786
C -1.384 -1.876 4.093
H -0.801 -2.487 4.781
H -1.869 -0.075 5.325
H -3.107 -1.224 1.290
H -1.608 -3.219 2.313
Pb 0.116 0.009 2.104
Si 3.136 2.164 -1.480
C 1.356 2.708 -1.393
C 0.917 3.907 -1.945
H 1.618 4.565 -2.464
C -0.435 4.240 -1.860
H -0.806 5.145 -2.337
C -1.321 3.409 -1.170
H -2.376 3.693 -1.066
C -0.872 2.210 -0.605
H -1.576 1.533 -0.115
C 0.475 1.857 -0.723
H 0.859 0.886 -0.382
C -1.094 -1.539 -1.628
C -2.467 -1.680 -1.878
H -2.985 -0.901 -2.441
C -3.126 -2.848 -1.456
H -4.172 -3.000 -1.723
C -2.434 -3.808 -0.715
H -2.931 -4.718 -0.397
C -1.101 -3.609 -0.334
H -0.553 -4.345 0.266
C -0.454 -2.444 -0.745
H 0.585 -2.255 -0.454
H 3.272 0.705 -1.801
Si 0.105 -0.514 -2.635
C 0.599 -1.769 -4.004
C -0.040 -1.784 -5.266
H -0.656 -0.930 -5.590
C 0.017 -2.918 -6.087
H -0.520 -2.932 -7.040
C 0.725 -4.054 -5.680
H 0.749 -4.942 -6.308
C 1.413 -4.026 -4.464
H 1.946 -4.919 -4.130
C 1.400 -2.880 -3.662
H 1.954 -2.880 -2.718
C -0.366 0.931 -3.771
C -1.646 1.454 -3.998
H -2.501 1.019 -3.486
C -1.835 2.527 -4.869
H -2.833 2.935 -5.035
C -0.733 3.099 -5.521
H -0.873 3.974 -6.166
C 0.553 2.588 -5.314
H 1.418 3.039 -5.821
C 0.730 1.494 -4.466
H 1.731 1.078 -4.341
H 3.731 2.932 -2.520
Cl 3.926 2.559 0.378
C -0.327 3.619 5.199
C 0.463 3.284 6.306
C 1.176 2.086 6.275
C 1.126 1.252 5.146
N 0.376 1.607 4.054
C -0.358 2.750 4.105
C 1.811 -0.058 5.083
C 2.545 -0.575 6.160
C 3.106 -1.849 6.080
C 2.884 -2.599 4.923
C 2.135 -2.043 3.890
N 1.643 -0.779 3.933
H -0.915 4.537 5.171
H 0.522 3.938 7.176
H 1.781 1.768 7.124
H -0.981 2.965 3.228
H 2.654 0.033 7.053
H 3.689 -2.242 6.906
H 3.274 -3.607 4.812
H 1.907 -2.609 2.983
*
```

Calculated values
Frontier orbital gap (eV): 4.4
Energy (eV): -77501.39585
Highest occupied orbital energy (eV): -12.30

These are the Mulliken partial charges, in e, on atoms 1 to 8: -0.3597 -0.9158 -0.5410 0.4821 -0.2441 -0.7987 0.5233 0.4875



A structure of composition C9H12F5O8SV at a distorted geometry, computed with ωB97M-V/def2-TZVPD.

Geometry as ORCA input:
```
! wB97M-V def2-TZVPD RIJCOSX def2/J DEFGRID3
* xyz -1 2
O -11.912 23.020 -19.266
V -11.096 23.489 -20.573
F -10.169 24.878 -19.339
F -9.810 21.777 -20.314
C -11.639 20.788 -24.190
F -10.371 21.114 -24.013
F -12.058 21.347 -25.352
F -11.817 19.484 -24.374
S -12.751 21.391 -22.739
O -12.104 22.567 -22.162
O -14.075 21.659 -23.285
O -12.734 20.227 -21.864
O -12.882 25.137 -20.889
C -13.806 25.845 -20.688
O -15.097 25.401 -20.471
C -15.894 26.462 -19.866
C -15.119 27.753 -20.098
C -13.705 27.327 -20.360
H -15.853 26.085 -18.842
H -16.901 26.500 -20.271
H -15.162 28.309 -19.158
H -15.663 28.312 -20.856
H -13.029 27.300 -19.502
H -13.230 27.945 -21.120
O -10.162 24.643 -22.336
C -9.968 25.635 -22.978
O -10.733 25.806 -24.067
C -10.482 27.066 -24.681
C -10.029 27.916 -23.506
C -9.182 26.894 -22.730
H -11.359 27.539 -25.124
H -9.773 27.051 -25.512
H -10.927 28.184 -22.942
H -9.575 28.884 -23.715
H -9.080 27.137 -21.675
H -8.173 26.869 -23.143
*
```

Calculated values
Frontier orbital gap (spin up / spin down) (eV): 7.9 / 8.4
⟨S²⟩: 0.7996
Energy (eV): -76021.59132
Highest occupied orbital energy (spin up / spin down) (eV): -5.79 / -6.29

These are the Mulliken partial charges, in e, on atoms 1 to 8: -0.3959 1.2645 -0.6937 -0.7351 0.5940 -0.2148 -0.2615 -0.2214